[1]
# C26H33N3O4

2 unconnected molecules or ions with the total composition C26H33N3O4 in a non-equilibrium geometry (ωB97M-V/def2-TZVPD, OMol25).

Cartesian coordinates (Å):
C -0.45954 -2.98383 -3.89682
C -0.02252 -1.83928 -3.00119
C -0.58927 -0.48883 -3.31071
N 1.42144 -1.79346 -3.16344
O 2.03204 -0.73726 -2.83919
O 2.02580 -2.83510 -3.55898
H -1.53332 -2.91469 -4.10978
H 0.09054 -2.98134 -4.86348
H -0.27148 -3.97821 -3.44763
H -1.66258 -0.57715 -3.52517
H -0.47248 0.20368 -2.47318
H -0.12731 -0.00321 -4.18283
C 3.30636 -7.24049 0.66293
O 2.09786 -7.05557 -0.10318
C 1.55859 -5.81774 -0.20996
C 0.26179 -5.74990 -0.79675
C -0.34478 -4.52378 -0.98482
C 0.24474 -3.31409 -0.52043
C -0.37284 -2.01543 -0.81325
C -0.00052 -0.89039 -0.03601
C -0.70297 0.30583 0.04188
N -0.45328 1.25731 0.98009
C -1.26732 2.48273 1.03274
C -1.21237 3.27065 -0.28070
C -1.96262 4.58133 -0.22166
C -1.32472 5.78259 -0.57287
C -2.00033 6.99279 -0.38903
C -3.32738 7.00389 0.03312
C -3.98343 5.79620 0.30630
C -3.29528 4.58757 0.17337
C -0.67882 3.22141 2.23079
O -1.07358 4.28729 2.70045
N 0.33769 2.45056 2.72259
C 1.09814 2.88025 3.86912
C 0.57266 1.18070 2.03625
C 0.39861 0.03647 3.05377
C 2.01466 1.13268 1.48732
C 1.49040 -3.42171 0.14336
C 2.18001 -4.63406 0.26264
H 3.54911 -8.28826 0.51352
H 4.10991 -6.59464 0.28406
H 3.10630 -7.03046 1.72294
H -0.17097 -6.69056 -1.13902
H -1.28289 -4.49361 -1.52875
H -1.41589 -2.04015 -1.21888
H 0.84842 -0.95741 0.63762
H -1.47923 0.57825 -0.68582
H -2.32501 2.23534 1.23246
H -0.15865 3.44783 -0.56194
H -1.66398 2.64743 -1.07660
H -0.29797 5.74660 -0.94224
H -1.46885 7.92926 -0.57633
H -3.86486 7.94546 0.12794
H -5.01548 5.78726 0.63606
H -3.78240 3.63547 0.40220
H 0.78673 3.88966 4.14578
H 0.93676 2.22140 4.73047
H 2.16820 2.88619 3.64008
H -0.48101 0.22224 3.68551
H 0.28310 -0.93315 2.56489
H 1.28514 -0.00927 3.70367
H 2.26530 2.08315 0.99089
H 2.71254 0.96885 2.32395
H 2.16933 0.32803 0.75873
H 1.98423 -2.51519 0.50766
H 3.20952 -4.65804 0.68556

Calculated total energy (a.u.): -1475.59911
LUMO level (eV): -0.381
Relative energy (zero: lowest compared OMol25 entry of this formula, charge and spin) (kcal/mol): 155.3

Mulliken population analysis, charges in e, atoms 1 to 6:
1. C -1.643
2. C 1.103
3. C -1.673
4. N 1.078
5. O -0.709
6. O -0.674

---

[2]
# C49H39AsCoIN2O4P

A molecular structure, C49H39AsCoIN2O4P in a non-equilibrium geometry (ωB97M-V/def2-TZVPD, OMol25).

Cartesian coordinates (Å):
Co -0.46995 -0.28019 0.72527
O 0.91421 0.66728 2.35812
C 0.17813 1.19828 1.54302
C -0.02112 2.66430 1.26320
C 0.71637 3.70994 1.78305
C 0.47628 4.99392 1.30711
C -0.49671 5.20378 0.33511
C -1.26322 4.15466 -0.14987
C -1.03075 2.87094 0.32941
P -1.90365 1.29588 -0.02952
C -3.36754 1.36334 1.03890
C -4.48210 0.60600 0.67738
C -5.56231 0.49464 1.53757
C -5.54278 1.14067 2.76574
C -4.43976 1.89745 3.12880
C -3.35377 2.00486 2.27291
C -2.57462 1.46675 -1.70884
C -1.82300 0.87825 -2.72219
C -2.22731 0.98767 -4.04483
C -3.38613 1.68063 -4.35986
C -4.13565 2.27808 -3.35428
C -3.72962 2.17484 -2.03328
H 1.47604 3.51692 2.53061
H 1.05138 5.82929 1.68457
H -0.66762 6.20615 -0.03738
H -2.03196 4.33119 -0.89246
H -4.49990 0.08840 -0.27413
H -6.41504 -0.10605 1.24788
H -6.38310 1.04743 3.44143
H -4.42064 2.40667 4.08356
H -2.49603 2.59388 2.57446
H -0.92341 0.33180 -2.46039
H -1.64023 0.52606 -4.82816
H -3.70939 1.75468 -5.39027
H -5.03621 2.82592 -3.59954
H -4.31569 2.64391 -1.25172
N 0.34210 -2.94455 -1.28991
C 0.50770 -3.35105 0.01871
C 0.69520 -4.70523 0.33950
C 0.90835 -5.04656 1.65343
C 0.93054 -4.04966 2.62927
C 0.71554 -2.75014 2.22450
N 0.50856 -2.39969 0.94918
H -0.13171 -3.61528 -1.87502
H -0.07083 -2.01899 -1.34815
H 0.66317 -5.45299 -0.44177
H 1.05291 -6.08494 1.92405
H 1.09148 -4.27759 3.67257
H 0.68985 -1.93354 2.93628
I -7.86958 -5.38612 1.08571
C -6.12781 -4.24373 0.91615
C -5.45664 -3.84615 2.06520
C -4.30390 -3.08722 1.94610
C -3.81863 -2.73097 0.69310
C -4.50398 -3.13481 -0.44392
C -5.66127 -3.89133 -0.34097
C -2.57302 -1.88721 0.57084
O -2.03970 -1.49551 1.64946
O -2.15817 -1.60792 -0.58072
H -5.83305 -4.12405 3.04000
H -3.76516 -2.75066 2.82117
H -4.12018 -2.83643 -1.41111
H -6.19639 -4.20227 -1.22797
O 1.25744 0.19652 -0.77043
As 2.90008 0.29539 -0.67236
C 3.93296 -1.15835 -1.37776
C 5.30418 -1.17954 -1.13623
C 6.07824 -2.20014 -1.66458
C 5.48165 -3.20009 -2.42284
C 4.11657 -3.17408 -2.66100
C 3.33657 -2.14818 -2.14366
C 3.43441 1.85525 -1.66665
C 4.38798 1.81014 -2.67343
C 4.70686 2.96446 -3.37610
C 4.07501 4.16035 -3.07316
C 3.10462 4.20249 -2.07975
C 2.77886 3.05083 -1.38090
C 3.57169 0.48919 1.12018
C 3.84807 1.73469 1.66835
C 4.29890 1.82585 2.97744
C 4.46676 0.67709 3.73527
C 4.19135 -0.56697 3.18537
C 3.74776 -0.66265 1.87738
H 5.76997 -0.40570 -0.53555
H 7.14467 -2.21736 -1.48212
H 6.08586 -4.00329 -2.82386
H 3.65164 -3.95616 -3.24697
H 2.26989 -2.13242 -2.31541
H 4.88159 0.87785 -2.92025
H 5.44581 2.92544 -4.16543
H 4.32849 5.05927 -3.61919
H 2.59061 5.12806 -1.85491
H 1.98224 3.07668 -0.64589
H 3.71810 2.63669 1.08282
H 4.51832 2.79580 3.40469
H 4.81460 0.75038 4.75740
H 4.31646 -1.46451 3.77689
H 3.52312 -1.63661 1.45559

Calculated total energy (a.u.): -6558.72562
LUMO level (alpha / beta) (eV): 0.457 / 0.446
<S²>: 0.84
Spin multiplicity: 2
Relative energy (zero: lowest compared OMol25 entry of this formula, charge and spin) (kcal/mol): 9.4

Mulliken population analysis, charges in e, atoms 1 to 6:
1. Co 1.521
2. O -0.796
3. C -0.753
4. C 0.423
5. C -0.083
6. C -0.824

---

[3]
# C6H11NO

A single C6H11NO molecule in a non-equilibrium geometry (ωB97M-V/def2-TZVPD, OMol25).

Cartesian coordinates (Å):
C 1.41261 -1.43182 0.41117
C -1.03575 -1.18472 -0.26428
C -1.71686 0.32280 -0.10995
C -0.45281 1.14847 0.17293
C 0.83070 1.71375 -0.49275
C 0.44996 0.34848 -0.88444
H 1.34721 -0.93547 1.38646
H 1.37972 -2.50502 0.44678
H 2.38841 -1.03194 0.01242
H -1.22260 -1.76775 0.69836
H -1.45075 -1.80774 -1.10354
H -2.24404 0.58898 -1.05738
H -2.39694 0.41838 0.66762
H 0.05847 1.57588 1.93489
H 1.51508 1.84688 0.33031
H 0.91008 2.49594 -1.27545
H -0.07146 0.41625 -1.86016
N 0.39561 -0.97668 -0.49722
O -0.09663 0.76533 1.48421

Calculated total energy (a.u.): -365.04742
LUMO level (eV): 0.873
Relative energy (zero: lowest compared OMol25 entry of this formula, charge and spin) (kcal/mol): 115.5
SMILES: CN1CC[C@@]2(O)C[C@@H]12

Mulliken population analysis, charges in e, atoms 1 to 6:
1. C -0.853
2. C -0.585
3. C -0.844
4. C 0.399
5. C -0.631
6. C -0.225

---

Question: Look up the relative energy (zero: lowest compared OMol25 entry of this formula, charge and spin) of the first one.
Answer: 155.3 kcal/mol

---

What did the third record say?
# C6H11NO

A single C6H11NO molecule in a non-equilibrium geometry (ωB97M-V/def2-TZVPD, OMol25).

Cartesian coordinates (Å):
C 1.41261 -1.43182 0.41117
C -1.03575 -1.18472 -0.26428
C -1.71686 0.32280 -0.10995
C -0.45281 1.14847 0.17293
C 0.83070 1.71375 -0.49275
C 0.44996 0.34848 -0.88444
H 1.34721 -0.93547 1.38646
H 1.37972 -2.50502 0.44678
H 2.38841 -1.03194 0.01242
H -1.22260 -1.76775 0.69836
H -1.45075 -1.80774 -1.10354
H -2.24404 0.58898 -1.05738
H -2.39694 0.41838 0.66762
H 0.05847 1.57588 1.93489
H 1.51508 1.84688 0.33031
H 0.91008 2.49594 -1.27545
H -0.07146 0.41625 -1.86016
N 0.39561 -0.97668 -0.49722
O -0.09663 0.76533 1.48421

Calculated total energy (a.u.): -365.04742
LUMO level (eV): 0.873
Relative energy (zero: lowest compared OMol25 entry of this formula, charge and spin) (kcal/mol): 115.5
SMILES: CN1CC[C@@]2(O)C[C@@H]12

Mulliken population analysis, charges in e, atoms 1 to 6:
1. C -0.853
2. C -0.585
3. C -0.844
4. C 0.399
5. C -0.631
6. C -0.225

---

Question: Which formula does entry 1 have?
Answer: C26H33N3O4